{"formula": "C33H73NO19S", "method": "ωB97M-V/def2-TZVPD", "symbols": ["C", "C", "O", "O", "C", "C", "C", "C", "C", "O", "C", "N", "C", "O", "S", "O", "O", "O", "H", "H", "H", "H", "H", "H", "H", "H", "H", "H", "H", "H", "H", "C", "O", "C", "C", "O", "C", "H", "H", "H", "H", "H", "H", "H", "H", "H", "H", "C", "O", "C", "C", "O", "C", "H", "H", "H", "H", "H", "H", "H", "H", "H", "H", "C", "O", "C", "C", "O", "C", "H", "H", "H", "H", "H", "H", "H", "H", "H", "H", "C", "O", "C", "C", "O", "C", "H", "H", "H", "H", "H", "H", "H", "H", "H", "H", "C", "O", "C", "C", "O", "C", "H", "H", "H", "H", "H", "H", "H", "H", "H", "H", "C", "O", "C", "C", "O", "C", "H", "H", "H", "H", "H", "H", "H", "H", "H", "H"], "coordinates": [[5.016, 1.751, 0.444], [5.658, 0.395, 0.428], [6.849, 0.245, 0.429], [4.860, -0.699, 0.467], [3.499, -0.556, 0.033], [2.899, -1.945, 0.023], [1.439, -2.047, -0.478], [0.849, -0.823, -1.193], [0.283, 0.251, -0.275], [0.947, 1.549, -0.457], [0.899, 1.997, -1.664], [0.918, 2.392, -2.748], [-1.238, 0.426, -0.325], [-1.678, 0.733, 1.011], [-0.461, 0.858, 2.007], [-0.021, 2.197, 2.149], [-0.668, 0.114, 3.196], [0.516, -0.039, 1.086], [4.467, 1.895, 1.376], [4.305, 1.900, -0.365], [5.789, 2.505, 0.377], [3.494, -0.109, -0.960], [2.971, 0.068, 0.750], [2.918, -2.292, 1.056], [3.543, -2.613, -0.544], [1.409, -2.853, -1.210], [0.776, -2.353, 0.325], [1.564, -0.388, -1.885], [0.018, -1.171, -1.806], [-1.701, -0.523, -0.575], [-1.557, 1.204, -1.013], [-2.892, 4.891, 1.937], [-3.729, 3.752, 2.038], [-3.349, 2.865, 3.078], [-4.174, 3.049, 4.333], [-3.973, 4.326, 4.918], [-4.978, 5.268, 4.593], [-3.418, 5.632, 1.337], [-2.673, 5.320, 2.918], [-1.949, 4.636, 1.441], [-2.284, 2.981, 3.303], [-3.512, 1.848, 2.706], [-3.859, 2.302, 5.068], [-5.235, 2.887, 4.119], [-5.876, 5.097, 5.197], [-5.246, 5.227, 3.535], [-4.585, 6.258, 4.821], [-5.217, -3.733, 2.725], [-3.810, -3.573, 2.727], [-3.392, -2.220, 2.776], [-3.022, -1.769, 4.172], [-4.134, -1.786, 5.052], [-4.193, -2.936, 5.876], [-5.430, -4.769, 2.982], [-5.699, -3.080, 3.455], [-5.629, -3.526, 1.730], [-4.169, -1.565, 2.363], [-2.504, -2.135, 2.141], [-2.668, -0.740, 4.119], [-2.208, -2.385, 4.567], [-3.487, -2.849, 6.708], [-3.975, -3.848, 5.315], [-5.203, -3.001, 6.277], [0.600, 5.980, -2.627], [0.848, 7.018, -3.558], [1.652, 8.064, -3.040], [3.105, 7.917, -3.440], [3.697, 6.750, -2.894], [3.744, 5.658, -3.795], [0.255, 5.111, -3.184], [1.504, 5.707, -2.078], [-0.177, 6.278, -1.915], [1.565, 8.111, -1.950], [1.269, 9.003, -3.451], [3.663, 8.775, -3.052], [3.196, 7.918, -4.531], [4.563, 5.784, -4.511], [2.805, 5.542, -4.340], [3.923, 4.758, -3.210], [2.398, -6.447, -4.598], [3.769, -6.155, -4.807], [4.055, -4.769, -4.842], [4.590, -4.257, -3.522], [3.636, -4.361, -2.475], [3.818, -5.503, -1.655], [2.327, -7.491, -4.293], [1.965, -5.822, -3.813], [1.827, -6.306, -5.521], [3.165, -4.202, -5.137], [4.821, -4.614, -5.608], [4.836, -3.196, -3.632], [5.508, -4.789, -3.254], [4.636, -5.341, -0.945], [4.029, -6.395, -2.248], [2.895, -5.660, -1.099], [-1.428, 3.925, 6.726], [-0.460, 3.800, 7.755], [-0.909, 3.052, 8.870], [-0.446, 1.611, 8.828], [-0.996, 0.898, 7.735], [-0.128, 0.799, 6.619], [-0.909, 4.250, 5.825], [-1.926, 2.975, 6.522], [-2.181, 4.673, 6.986], [-2.001, 3.091, 8.944], [-0.492, 3.525, 9.765], [-0.783, 1.110, 9.741], [0.648, 1.569, 8.802], [0.632, 0.029, 6.790], [0.367, 1.750, 6.407], [-0.729, 0.515, 5.758], [-2.709, -6.099, -8.042], [-2.232, -5.003, -8.802], [-1.542, -4.033, -8.034], [-0.039, -4.196, -8.117], [0.402, -5.421, -7.555], [0.640, -6.435, -8.517], [-2.947, -6.901, -8.738], [-1.959, -6.457, -7.333], [-3.618, -5.824, -7.496], [-1.868, -4.068, -6.989], [-1.807, -3.052, -8.439], [0.430, -3.390, -7.544], [0.293, -4.110, -9.156], [1.602, -6.277, -9.014], [-0.151, -6.471, -9.269], [0.670, -7.387, -7.989]], "lowdin_charge": [0.0162, -0.5265, 0.1170, 0.0117, -0.1918, -0.1281, -0.1369, -0.0755, -0.4302, 0.0705, -0.3378, 0.2070, -0.0448, -0.1627, 0.6064, -0.1871, -0.2070, -0.1072, 0.0995, 0.0754, 0.0913, 0.1276, 0.1187, 0.1254, 0.1039, 0.1100, 0.1147, 0.1238, 0.1305, 0.1468, 0.1527, -0.0992, -0.1818, -0.2081, -0.1903, -0.2043, -0.1022, 0.0902, 0.0858, 0.0845, 0.1117, 0.1176, 0.1242, 0.1300, 0.0893, 0.0840, 0.0905, -0.1108, -0.1870, -0.2039, -0.2051, -0.1879, -0.1091, 0.0893, 0.0840, 0.0872, 0.1285, 0.1164, 0.0955, 0.1339, 0.0894, 0.0838, 0.0889, -0.1206, -0.1896, -0.2088, -0.2077, -0.1926, -0.1097, 0.0705, 0.0802, 0.0872, 0.1260, 0.1249, 0.1248, 0.1262, 0.0879, 0.0844, 0.0839, -0.0984, -0.1855, -0.2059, -0.1983, -0.2173, -0.1057, 0.0909, 0.0829, 0.0735, 0.1251, 0.1269, 0.1261, 0.1294, 0.0916, 0.0855, 0.0888, -0.1098, -0.1868, -0.2083, -0.2084, -0.1891, -0.1026, 0.0919, 0.0734, 0.0864, 0.1272, 0.1245, 0.1242, 0.1260, 0.0915, 0.0878, 0.0664, -0.1100, -0.1890, -0.2082, -0.2043, -0.2103, -0.1060, 0.0898, 0.0824, 0.0885, 0.1256, 0.1260, 0.1243, 0.1280, 0.0906, 0.0845, 0.0889], "energy_ha": -3183.344193, "smiles": "CC(=O)OCCCC[C@@]1(OC#N)COS(=O)(=O)O1.COCCOC.COCCOC.COCCOC.COCCOC.COCCOC.COCCOC", "homo_ha": -0.32986, "multiplicity": 1, "orbital_gap_ev": 8.94}